Molecular formula: C12H20EuN2O2
Method: DFT, ωB97M-V with the def2-TZVPD basis set

Summary:
E_HOMO (spin up / spin down)   -5.39 / -5.40 eV
Kohn-Sham gap (spin up / spin down)   5.05 / 5.15 eV
Spin multiplicity   8
Relative energy (zero: lowest compared OMol25 entry of this formula, charge and spin)   211.8 kJ/mol

Geometry as XYZ:
```
37
Properties=species:S:1:pos:R:3:forces:R:3
C 2.3836 -0.4555 0.4004 0.8120 2.4682 -0.6767
C 0.2290 -2.4835 -0.8552 -0.5035 -1.9204 0.0552
C 1.7362 -1.0357 1.5972 -1.3935 0.5576 0.3121
H 3.4061 0.0592 0.1788 0.1220 -0.9078 1.9784
C -0.4694 -2.8344 0.2559 0.8137 -1.0896 0.1305
H -0.3216 -2.1479 -1.7417 -0.0142 -0.2180 0.0989
H 1.5172 -0.3360 2.4413 0.5521 -0.5022 -0.5457
H -1.5842 -2.7999 0.2600 0.6800 -0.1513 -0.2050
C 1.5655 -2.4974 1.9103 1.0893 0.5386 0.3223
H 1.7909 -2.5958 2.9800 -0.3324 -0.4628 0.0064
H 2.3338 -3.0975 1.4254 0.0466 -0.1384 -0.0224
C 2.5594 -1.3727 -0.8228 0.7274 1.1480 -0.4616
H 3.5900 -1.7135 -0.7267 -0.0105 -0.4437 0.1009
H 2.6548 -0.7661 -1.7350 -0.5286 0.0499 0.1174
C 1.7133 -2.5866 -1.0417 -0.4775 -1.1861 -1.0319
H 2.1090 -3.4456 -0.4940 -0.2331 0.2075 0.0950
H 1.8483 -2.8656 -2.1035 -0.0425 0.0310 0.3191
C 0.1797 -3.1103 1.6341 -0.6984 -0.4501 -0.1481
H 0.2616 -4.2086 1.7159 -0.2094 0.2078 0.2539
H -0.5046 -2.7648 2.4553 0.2617 -0.3196 -0.7346
Eu -0.5474 -0.4392 0.2214 0.5572 3.3389 1.5148
H 1.9710 0.6235 0.3581 -0.9214 -1.1386 -1.1646
C -2.9296 3.8626 0.2292 -0.0705 0.3110 0.0235
C -1.9660 2.7553 0.0111 1.3021 -1.6178 1.1785
N -1.6400 1.8436 0.9432 -1.5941 1.5903 0.1410
O -2.2597 2.1933 2.1938 0.6410 -0.5856 0.0782
C -1.3377 2.4940 -1.2349 2.2636 -1.0198 -0.6063
C -1.5135 3.2798 -2.4742 -0.6239 -0.2927 -0.7613
N -0.4226 1.4658 -1.1680 -2.2652 0.5806 0.6018
O -0.4042 0.5000 -2.0381 0.5697 0.8633 -0.8551
H -3.2591 3.8148 1.2684 -0.1577 0.3269 -0.3425
H -3.7819 3.7911 -0.4663 0.2484 -0.1011 0.3231
H -2.4375 4.8213 0.0127 -0.1348 -0.1860 0.1953
H -1.7854 1.6369 2.8393 -0.2868 0.3697 -0.4259
H -0.5936 3.8033 -2.7751 -0.2226 -0.1358 0.2706
H -1.7750 2.6087 -3.3028 0.0074 0.1718 0.0256
H -2.3168 4.0033 -2.3517 0.0268 0.1063 -0.1611
```
Positions in Å, forces in eV/Å.